[1]
The following is a quantum chemistry calculation of C45H42AgCl5N7O5Te as an isolated structure, from the OMol25 dataset.

```
106
Properties=species:S:1:pos:R:3
Ag 13.55 15.26 13.53
N 16.66 14.39 13.65
N 16.98 13.32 14.44
C 16.04 12.90 15.36
N 16.35 11.63 15.85
N 15.02 13.63 15.61
N 14.11 13.07 16.55
O 14.56 12.58 17.64
O 13.13 14.20 16.72
H 16.09 14.16 12.83
H 17.47 14.95 13.45
H 17.37 12.51 13.95
H 17.34 11.56 15.98
H 15.84 11.54 16.71
Cl 15.96 17.03 11.18
C 14.94 18.05 12.16
C 14.10 17.40 13.07
C 13.39 18.30 13.86
Cl 12.22 17.69 14.98
C 13.48 19.69 13.85
Cl 12.55 20.68 14.90
C 14.32 20.24 12.90
Cl 14.45 21.94 12.80
C 15.03 19.44 12.00
Cl 16.09 20.18 10.88
C 21.49 10.24 13.93
C 20.74 10.65 12.71
C 21.43 11.22 11.66
C 20.71 11.72 10.57
C 19.31 11.56 10.53
C 18.61 11.03 11.62
N 17.21 11.09 11.57
C 16.25 10.21 12.01
C 16.40 8.82 12.15
C 15.42 7.96 12.68
C 14.24 8.54 13.06
C 14.01 9.88 12.87
C 14.96 10.74 12.31
C 14.64 12.22 12.12
O 15.25 12.85 11.18
O 13.80 12.71 12.87
C 19.34 10.56 12.73
C 18.69 10.03 13.98
H 22.53 10.03 13.69
H 21.12 9.30 14.34
H 21.44 10.99 14.73
H 22.50 11.35 11.71
H 21.24 12.08 9.67
H 18.71 11.86 9.67
H 16.77 11.92 11.17
H 17.36 8.42 11.94
H 15.65 6.91 12.75
H 13.50 7.90 13.53
H 13.08 10.32 13.18
H 18.79 8.94 14.03
H 17.65 10.27 14.05
H 19.23 10.38 14.88
C 8.56 19.05 6.17
C 9.08 18.29 7.38
C 10.19 18.68 8.10
C 10.57 17.98 9.24
C 11.85 18.39 9.92
C 9.83 16.89 9.73
Te 10.31 15.98 11.65
N 11.65 14.34 14.09
C 11.07 14.01 15.22
O 9.83 14.07 15.46
C 12.00 13.35 16.28
C 12.99 12.30 15.79
C 12.92 10.90 16.23
C 12.14 10.63 17.27
C 11.19 11.62 17.85
C 11.12 12.90 17.45
C 10.73 13.98 11.00
C 9.99 12.99 11.61
C 10.34 11.64 11.48
C 11.40 11.28 10.70
C 12.10 12.28 10.05
C 11.86 13.63 10.24
C 12.76 14.65 9.65
C 8.72 16.47 8.98
C 7.87 15.36 9.31
C 8.42 17.17 7.81
H 9.34 19.38 5.50
H 8.01 19.93 6.48
H 7.94 18.38 5.54
H 10.81 19.51 7.81
H 12.40 18.99 9.20
H 12.46 17.56 10.16
H 11.64 19.00 10.80
H 13.19 12.41 14.73
H 13.59 10.15 15.84
H 12.17 9.64 17.73
H 10.60 11.22 18.68
H 10.35 13.58 17.77
H 9.12 13.25 12.21
H 9.76 10.92 12.01
H 11.72 10.22 10.60
H 12.98 11.98 9.47
H 13.54 14.13 9.08
H 13.22 15.27 10.40
H 12.26 15.36 9.00
H 7.24 15.53 10.17
H 8.49 14.49 9.60
H 7.22 15.04 8.50
H 7.49 16.81 7.29
```

Output
Spin multiplicity ... 2
Net charge ... -2
HOMO energy (alpha / beta) ... -0.1071 / -0.0967 Ha
LUMO (alpha / beta) ... 3.76 / 3.76 eV
Relative energy (zero: lowest compared OMol25 entry of this formula, charge and spin) ... 0.3918 eV
Expectation value of S² ... 0.7589

[2]
The following is a quantum chemistry calculation of a 6-piece molecular cluster, C45H42BrF6N8O13 overall, from the OMol25 dataset.

```
115
Properties=species:S:1:pos:R:3
C -4.74 2.81 2.90
C -4.30 1.28 2.90
C -2.74 1.04 2.77
N -2.47 0.00 1.74
C -1.93 0.57 0.53
C -2.59 1.76 0.03
C -1.96 2.29 -1.19
C -2.48 3.54 -1.92
O -3.00 3.38 -2.98
C -2.43 5.00 -1.35
F -2.95 5.04 -0.08
F -1.10 5.38 -1.25
C -3.13 6.09 -2.26
F -2.61 6.14 -3.52
F -2.78 7.30 -1.70
C -4.71 6.03 -2.24
F -5.12 6.92 -1.27
F -5.22 4.80 -1.90
C -5.38 6.49 -3.59
O -5.03 7.43 -4.21
O -6.49 5.79 -4.07
C -0.81 1.47 -1.61
N -0.30 0.36 -1.10
N -0.88 -0.09 0.00
C -0.31 -1.34 0.58
Br 1.24 -0.93 1.76
C 0.09 -2.34 -0.62
C 1.64 -2.45 -0.89
H -5.30 3.02 3.85
H -5.51 2.95 2.09
H -3.89 3.52 2.74
H -4.91 0.76 2.11
H -4.64 0.85 3.88
H -2.42 0.60 3.75
H -2.14 1.97 2.65
H -3.31 -0.54 1.51
H -3.46 2.27 0.51
H -6.20 4.91 -4.38
H -0.27 1.85 -2.52
H -1.03 -1.90 1.20
H -0.52 -2.14 -1.54
H -0.24 -3.36 -0.28
H 1.75 -2.92 -1.91
H 2.09 -3.20 -0.17
H 2.18 -1.48 -0.92
C 7.49 -0.85 2.31
C 6.36 -1.27 3.01
C 5.38 -2.00 2.36
C 5.54 -2.32 1.01
C 6.66 -1.90 0.31
C 7.63 -1.16 0.96
N 4.51 -3.11 0.34
O 3.53 -3.45 0.98
O 4.69 -3.40 -0.83
H 8.26 -0.28 2.82
H 6.25 -1.03 4.06
H 4.50 -2.32 2.91
H 6.78 -2.14 -0.74
H 8.51 -0.83 0.42
C 13.41 -4.17 -1.58
C 13.39 -3.05 -0.76
C 12.31 -2.18 -0.81
C 11.26 -2.44 -1.69
C 11.29 -3.56 -2.51
C 12.37 -4.42 -2.46
N 10.11 -1.54 -1.73
O 10.13 -0.55 -1.00
O 9.20 -1.81 -2.48
H 14.25 -4.85 -1.53
H 14.21 -2.85 -0.08
H 12.30 -1.30 -0.17
H 10.47 -3.76 -3.20
H 12.39 -5.30 -3.09
C 1.09 7.06 2.60
C 1.07 5.70 2.28
C 0.22 4.84 2.95
C -0.62 5.34 3.95
C -0.60 6.69 4.28
C 0.26 7.55 3.60
N -1.53 4.44 4.64
O -1.51 3.25 4.34
O -2.27 4.92 5.48
H 1.75 7.73 2.07
H 1.72 5.32 1.50
H 0.21 3.79 2.70
H -1.24 7.08 5.06
H 0.28 8.60 3.85
C -3.66 -6.77 -3.80
C -2.32 -6.41 -3.80
C -1.70 -6.01 -2.63
C -2.44 -5.97 -1.45
C -3.79 -6.31 -1.44
C -4.39 -6.72 -2.62
N -1.80 -5.56 -0.21
O -0.62 -5.23 -0.25
O -2.47 -5.57 0.81
H -4.14 -7.09 -4.72
H -1.75 -6.45 -4.72
H -0.66 -5.73 -2.64
H -4.37 -6.28 -0.53
H -5.44 -6.99 -2.62
C -8.66 -0.46 0.76
C -7.37 0.06 0.76
C -6.37 -0.56 0.02
C -6.67 -1.70 -0.71
C -7.96 -2.23 -0.71
C -8.95 -1.60 0.03
N -5.63 -2.35 -1.51
O -4.50 -1.86 -1.47
O -5.94 -3.32 -2.16
H -9.44 0.04 1.33
H -7.14 0.96 1.33
H -5.37 -0.15 0.03
H -8.19 -3.12 -1.27
H -9.95 -2.01 0.04
```

Output
Spin multiplicity ... 1
Net charge ... +1
HOMO energy ... -0.4193 Ha
LUMO ... -4.83 eV

[3]
The following is a quantum chemistry calculation of C45H42Cl5FLuNO2S2Si as an isolated structure, from the OMol25 dataset.

```
100
Properties=species:S:1:pos:R:3
Lu 0.62 -0.64 0.19
Cl -0.72 -3.98 -2.10
C 0.71 -3.09 -2.41
C 1.08 -1.87 -1.85
C 2.21 -1.24 -2.29
Cl 2.60 0.40 -1.75
C 3.18 -1.88 -3.12
Cl 4.78 -1.22 -3.30
C 2.83 -3.12 -3.66
Cl 3.90 -3.90 -4.64
C 1.56 -3.72 -3.36
Cl 0.97 -4.97 -4.44
O -1.16 0.10 -0.73
S -2.56 -0.22 -1.33
C -3.19 -1.67 -0.36
C -2.88 -1.49 1.10
C -2.58 -2.80 1.85
C -1.82 -2.49 3.15
S 0.01 -2.19 3.05
O 0.26 -2.19 1.45
C 0.66 -3.81 3.38
C 0.71 -4.80 2.35
C 0.97 -6.12 2.69
C 1.32 -6.41 4.01
C 1.44 -5.41 4.98
C 1.04 -4.13 4.68
C -3.79 0.93 -0.77
C -3.75 1.67 0.42
C -4.87 2.42 0.82
C -5.97 2.52 -0.03
C -5.96 1.87 -1.28
C -4.90 1.07 -1.64
H -2.62 -2.47 -0.78
H -4.25 -1.76 -0.57
H -3.76 -1.03 1.60
H -2.04 -0.78 1.13
H -2.03 -3.61 1.28
H -3.55 -3.25 2.20
H -1.95 -3.25 3.95
H -2.17 -1.53 3.57
H 0.45 -4.55 1.35
H 1.01 -6.94 1.98
H 1.50 -7.47 4.27
H 1.88 -5.67 5.99
H 1.05 -3.33 5.47
H -2.89 1.72 1.11
H -4.85 2.90 1.78
H -6.95 2.91 0.24
H -6.82 1.98 -1.91
H -4.95 0.42 -2.54
C 5.29 0.52 0.77
Si 3.90 -0.54 1.58
C 3.81 -2.08 0.39
C 4.41 -1.21 3.32
N 2.32 0.16 1.56
C 2.02 1.27 2.35
C 2.90 1.97 3.19
C 2.44 2.97 4.02
C 1.13 3.39 4.04
C 0.22 2.73 3.20
C 0.67 1.69 2.42
F -0.20 1.07 1.52
H 6.22 0.46 1.35
H 4.98 1.57 0.80
H 5.57 0.24 -0.28
H 4.21 -2.90 0.97
H 4.30 -1.88 -0.58
H 2.75 -2.32 0.20
H 4.71 -2.24 3.19
H 3.53 -1.08 3.95
H 5.23 -0.63 3.73
H 3.96 1.73 3.24
H 3.12 3.45 4.68
H 0.83 4.31 4.57
H -0.84 2.98 3.23
C -1.61 7.25 -1.65
C -1.28 6.73 -2.89
C -0.81 5.42 -2.92
C -0.61 4.62 -1.78
C -0.78 5.29 -0.50
C -1.23 6.61 -0.48
C -0.20 3.19 -2.00
C -0.26 2.56 -3.10
C -0.48 1.66 -4.11
C 0.55 0.70 -4.47
C 0.21 -0.32 -5.36
C -1.01 -0.29 -5.99
C -1.97 0.71 -5.73
C -1.66 1.71 -4.87
H -2.08 8.24 -1.61
H -1.51 7.22 -3.85
H -0.54 5.01 -3.85
H -0.56 4.78 0.40
H -1.38 7.17 0.43
H 0.16 2.62 -1.11
H 1.56 0.74 -4.07
H 0.86 -1.21 -5.46
H -1.27 -1.11 -6.68
H -2.91 0.65 -6.31
H -2.38 2.50 -4.68
```

Output
Spin multiplicity ... 1
HOMO energy ... -0.1346 Ha
LUMO ... -1.27 eV
Relative energy (zero: lowest compared OMol25 entry of this formula, charge and spin) ... 4.0621 eV

[4]
The following is a quantum chemistry calculation of C45H42F15FeO11S3 as an isolated structure, from the OMol25 dataset.

```
117
Properties=species:S:1:pos:R:3
Fe 18.27 15.85 11.31
C 14.41 13.24 11.15
F 14.45 13.59 9.85
F 13.43 13.99 11.73
F 14.07 11.90 11.24
S 16.14 13.45 11.92
O 16.46 14.79 11.45
O 15.95 13.29 13.34
O 16.91 12.47 11.24
C 16.89 18.62 14.50
F 16.10 17.65 14.98
F 16.22 19.26 13.49
F 16.98 19.52 15.50
S 18.54 17.88 13.88
O 17.99 17.05 12.83
O 19.46 18.87 13.53
O 18.90 16.98 14.95
C 16.16 17.43 9.24
F 16.24 17.70 10.54
F 15.68 16.21 8.94
F 15.31 18.33 8.70
S 17.94 17.63 8.51
O 17.99 16.98 7.20
O 18.20 19.02 8.53
O 18.70 16.91 9.53
F 20.33 9.02 15.03
C 20.09 8.89 13.75
C 19.24 9.80 13.17
C 18.98 9.76 11.80
C 19.61 8.81 11.02
C 20.44 7.91 11.65
C 20.57 7.83 13.05
H 18.81 10.57 13.81
H 18.31 10.46 11.33
H 19.53 8.77 9.94
H 21.04 7.20 11.08
H 21.18 7.07 13.53
F 13.68 16.94 16.59
C 13.18 15.69 16.29
C 13.94 14.80 15.54
C 13.36 13.56 15.28
C 12.11 13.25 15.75
C 11.44 14.13 16.55
C 11.92 15.38 16.81
H 14.91 15.12 15.18
H 13.98 12.86 14.74
H 11.72 12.26 15.57
H 10.46 13.86 16.90
H 11.35 16.01 17.43
F 8.02 12.88 9.12
C 8.91 12.70 10.12
C 8.64 13.37 11.31
C 9.61 13.28 12.34
C 10.69 12.45 12.17
C 10.85 11.72 11.00
C 9.97 11.84 9.96
H 7.79 14.01 11.41
H 9.45 13.92 13.19
H 11.44 12.49 12.95
H 11.70 11.06 10.90
H 9.98 11.35 8.99
F 17.33 7.72 6.45
C 16.51 8.29 7.39
C 17.04 9.01 8.43
C 16.17 9.46 9.41
C 14.81 9.34 9.28
C 14.30 8.69 8.17
C 15.12 8.13 7.22
H 18.10 9.15 8.59
H 16.57 9.92 10.26
H 14.15 9.84 9.97
H 13.22 8.60 8.05
H 14.74 7.76 6.28
F 12.61 18.73 10.43
C 11.75 17.80 9.93
C 10.68 18.20 9.20
C 9.77 17.25 8.80
C 10.03 15.92 9.02
C 11.21 15.52 9.62
C 12.07 16.46 10.15
H 10.61 19.23 8.89
H 8.88 17.57 8.29
H 9.32 15.15 8.72
H 11.55 14.47 9.68
H 13.04 16.24 10.65
F 12.57 6.36 11.56
C 13.24 7.32 12.28
C 12.46 8.24 12.94
C 13.07 9.27 13.64
C 14.50 9.31 13.77
C 15.24 8.28 13.18
C 14.62 7.30 12.40
H 11.40 8.06 12.90
H 12.55 10.07 14.12
H 14.96 10.09 14.34
H 16.31 8.23 13.39
H 15.12 6.44 11.98
C 20.32 12.26 9.32
C 19.12 13.19 9.15
O 18.96 14.19 9.82
C 18.10 12.90 8.06
H 21.24 12.74 9.12
H 20.23 11.29 8.77
H 20.38 12.00 10.39
H 18.23 13.58 7.21
H 17.18 13.18 8.59
H 18.13 11.89 7.63
C 21.59 13.58 13.08
C 20.19 14.03 13.26
O 19.76 14.75 12.36
C 19.41 13.67 14.44
H 21.55 12.61 12.51
H 22.00 13.29 14.05
H 22.27 14.26 12.56
H 19.63 12.66 14.80
H 18.40 13.62 14.08
H 19.43 14.38 15.26
```

Output
Spin multiplicity ... 5
Net charge ... -1
HOMO energy (alpha / beta) ... -0.2663 / -0.2592 Ha
LUMO (alpha / beta) ... 1.86 / 1.86 eV
Expectation value of S² ... 6.0066